# 1
A 11-piece molecular cluster, C16H36Cl20N3Si overall. Source: the OMol25 dataset; level of theory: ωB97M-V/def2-TZVPD.

Structure (XYZ):
```
76
Properties=species:S:1:pos:R:3:forces:R:3
C 0.98049 2.80713 1.09454 0.1 0.3 0.3
Si 2.36288 2.08437 2.10526 -0.6 -0.3 -0.1
C 1.72178 1.77249 3.82976 0.1 0.1 0.1
C 3.00769 0.53030 1.29562 0.3 0.2 0.0
C 3.74757 3.40242 2.08222 0.3 -0.1 0.3
C 5.09096 3.22743 2.79970 0.2 0.0 0.0
N 5.58587 4.64853 2.76817 -0.2 -0.5 -1.5
C 4.55783 5.39395 2.38515 0.1 0.6 0.3
N 4.68281 6.56196 1.75809 -0.1 -0.2 0.3
N 3.32007 4.77141 2.62515 0.4 -0.1 0.3
H 0.85769 3.86620 1.33528 -0.1 0.0 -0.1
H 0.05275 2.30089 1.35933 -0.1 -0.1 -0.2
H 1.18776 2.69715 0.03300 -0.2 0.0 0.0
H 0.69672 1.41551 3.70026 0.0 -0.1 0.0
H 1.65013 2.67622 4.43967 0.0 0.0 0.1
H 2.26527 1.00496 4.38068 0.1 0.1 0.0
H 4.09798 0.49185 1.22394 0.0 -0.1 0.1
H 2.66721 -0.35173 1.83782 0.0 0.0 -0.1
H 2.62821 0.49255 0.27441 -0.1 -0.1 0.0
H 4.01889 3.56043 1.03070 -0.3 0.0 -0.1
H 4.99617 2.87744 3.82854 0.0 0.1 0.1
H 5.81156 2.59749 2.28664 -0.1 -0.1 -0.1
H 6.45657 4.84352 2.28510 0.4 0.0 0.5
H 5.30005 6.67124 0.96959 0.5 0.2 0.4
H 4.07417 7.32710 2.00573 -0.5 -0.2 -0.5
H 3.28557 4.62269 3.63912 -0.5 0.1 0.0
C -1.81239 -0.75532 0.11015 0.0 0.0 0.1
Cl -2.17120 0.03094 1.65496 0.0 0.0 0.0
Cl -0.25930 -0.22601 -0.55318 0.0 0.0 0.0
H -1.76890 -1.82342 0.28048 0.1 0.0 0.1
H -2.57831 -0.50076 -0.61343 0.0 0.0 0.1
C -5.45187 -0.24367 -1.84412 0.1 0.0 0.0
Cl -5.84449 0.46594 -0.27622 0.0 0.0 0.0
Cl -3.93257 0.39643 -2.50373 -0.1 0.1 -0.1
H -5.33171 -1.31088 -1.71068 0.0 0.1 -0.1
H -6.24741 -0.01648 -2.54269 0.0 0.0 0.0
C -5.65588 -4.47624 -2.25222 0.0 -0.1 0.0
Cl -4.84414 -3.46834 -3.45549 -0.1 0.1 0.0
Cl -6.53851 -3.50996 -1.05391 0.1 0.0 0.1
H -6.36538 -5.11887 -2.75735 0.0 0.0 0.0
H -4.90700 -5.06071 -1.73128 0.0 0.0 0.0
C -6.39830 -8.53361 -1.83635 0.0 0.0 0.0
Cl -6.89341 -7.23561 -0.74313 0.0 0.0 0.0
Cl -5.73153 -7.91629 -3.35631 0.0 0.0 0.0
H -5.63080 -9.11788 -1.34448 0.0 0.0 0.0
H -7.26885 -9.13558 -2.06477 0.0 0.0 0.0
C -10.23226 -3.81101 -0.90833 0.0 0.0 0.0
Cl -10.80112 -3.05228 0.58322 0.0 0.0 0.0
Cl -10.79111 -5.48113 -1.07716 0.0 0.0 0.0
H -10.61115 -3.23985 -1.74685 0.0 0.0 0.0
H -9.15008 -3.82316 -0.88920 0.0 0.0 0.0
C 7.18544 6.04165 5.88654 0.0 0.0 -0.1
Cl 6.36422 7.58833 6.13784 0.0 0.0 0.0
Cl 7.53684 5.19332 7.38884 0.0 0.0 0.0
H 6.52679 5.42036 5.29102 0.0 0.0 0.0
H 8.11952 6.23113 5.37058 0.0 0.0 0.0
C 7.98384 0.02065 2.22785 0.0 0.0 0.0
Cl 7.37237 0.90063 0.81169 0.0 0.0 0.0
Cl 6.67232 -0.46288 3.30637 0.0 0.0 0.0
H 8.49811 -0.86445 1.87502 0.0 0.0 0.0
H 8.65321 0.67476 2.77235 0.0 0.0 0.0
C -3.62727 -3.25609 -6.96350 0.0 -0.1 0.0
Cl -2.37904 -3.45189 -8.19597 0.0 0.0 0.0
Cl -3.35136 -1.83196 -5.94587 0.1 0.0 0.0
H -4.58456 -3.13771 -7.45570 0.0 0.0 0.0
H -3.62037 -4.13146 -6.32419 0.0 0.0 0.0
C 2.12321 2.50479 -3.14677 0.0 0.0 -0.1
Cl 3.14399 2.65301 -1.69444 0.2 0.0 -0.2
Cl 1.57854 0.85071 -3.39824 0.0 0.0 0.0
H 1.26553 3.15130 -3.00556 0.0 -0.1 0.0
H 2.70819 2.80685 -4.00634 0.1 0.0 0.0
C -1.12117 -4.28707 -3.28720 0.0 0.0 -0.1
Cl -1.61155 -3.42331 -1.82129 0.0 -0.1 0.0
Cl -1.95273 -5.83660 -3.46162 0.0 0.0 0.0
H -1.37039 -3.66267 -4.13786 0.0 0.0 0.0
H -0.05588 -4.47191 -3.22975 0.0 0.0 0.0
```
Forces are in eV/Å.

The value obtained for the highest occupied orbital energy is -11.843 eV. The calculation puts the electronic energy at -279967.28274 eV. The HOMO-LUMO gap comes out at 8.25 eV. Its spin multiplicity is 1. The total charge is +1. As for the largest force on an atom: 1.62 eV Å⁻¹.



# 2
One molecule with the formula C6H16N2. Source: the OMol25 dataset; level of theory: ωB97M-V/def2-TZVPD.

Structure (XYZ):
```
24
Properties=species:S:1:pos:R:3:forces:R:3
C -0.98656 2.95171 1.84340 -0.1 0.0 -0.3
C -1.18276 2.06481 0.59548 0.4 1.3 0.3
C -1.39510 0.60424 0.92721 0.5 -0.6 0.1
C -0.08413 -0.19408 0.98455 0.0 0.2 0.4
C 0.66935 -0.33276 -0.33629 0.2 0.0 0.0
N 0.55282 -1.68701 -0.87631 -0.3 0.1 -0.2
C 1.50873 -1.96710 -1.94938 -0.1 -0.1 0.7
N 1.61094 -3.38443 -2.25052 -0.3 0.1 0.1
H -0.09125 2.71037 2.41655 -0.1 -0.2 0.1
H -0.88232 3.99360 1.53928 0.0 0.1 0.0
H -1.86638 2.89415 2.48597 0.1 -0.1 0.1
H -1.98210 2.55125 0.03352 -0.3 -0.5 -0.1
H -0.29894 2.21771 -0.03600 -0.1 -0.3 0.0
H -2.07083 0.09366 0.23208 -0.1 0.2 0.0
H -1.80035 0.50007 1.93665 -0.5 0.2 -0.1
H 0.57164 0.24011 1.75288 -0.1 0.2 -0.2
H -0.31725 -1.18194 1.37810 0.1 -0.2 -0.2
H 1.73055 -0.12065 -0.19433 0.1 -0.1 0.1
H 0.34137 0.43122 -1.05309 -0.1 0.0 0.0
H -0.38735 -1.76272 -1.26381 0.1 -0.2 0.1
H 1.30031 -1.36092 -2.83098 0.0 -0.2 -0.4
H 2.46705 -1.66269 -1.55270 0.4 0.2 -0.1
H 1.91509 -3.83815 -1.39253 0.1 0.0 -0.1
H 0.67747 -3.76046 -2.38972 0.0 0.0 -0.3
```
Forces are in eV/Å.

The value obtained for the highest occupied orbital energy is -9.026 eV. The calculation puts the electronic energy at -9461.35036 eV. The HOMO-LUMO gap comes out at 10.13 eV. Its spin multiplicity is 1. As for the energy above the lowest of the compared OMol25 structures with the same formula, charge and spin: 0.7240 eV. As for the largest force on an atom: 1.35 eV Å⁻¹.



# 3
C16H38ClO4OsSiV as an isolated structure. Source: the OMol25 dataset; level of theory: ωB97M-V/def2-TZVPD.

Structure (XYZ):
```
62
Properties=species:S:1:pos:R:3:forces:R:3
V -0.57391 -0.15362 -2.17320 1.1 -2.9 7.3
Cl -0.80411 1.43548 -3.35760 -3.2 10.3 1.2
C -2.41321 -0.35552 -1.47650 -1.5 -0.2 0.3
H -2.41431 -0.83752 -0.47460 0.2 0.2 -0.7
H -3.04441 -0.98412 -2.13920 0.3 0.3 0.2
H -2.92421 0.62378 -1.36470 0.2 -0.4 0.0
Os -0.11631 0.16808 -4.85970 1.6 -3.4 -5.1
C 1.82109 0.65058 -5.41890 1.5 0.4 -0.2
C -1.31331 -0.04722 -6.53850 -0.8 -0.4 -0.7
C -0.24651 -1.31452 -3.55560 0.7 -4.2 -2.0
H -1.70661 -1.08712 -6.56750 0.1 0.6 -0.2
H -2.16541 0.66468 -6.50900 0.4 -0.4 -0.1
H -0.70711 0.14038 -7.45170 -0.4 -0.1 0.5
H 2.50259 -0.15532 -5.06780 -0.2 0.5 -0.3
H 1.88179 0.72318 -6.52680 0.1 0.0 0.6
H 2.13559 1.61558 -4.96770 0.1 -0.5 -0.3
H -1.01751 -2.10302 -3.70090 0.3 0.3 0.1
H 0.77549 -1.74872 -3.49060 -0.3 -0.1 0.0
C 3.21069 -2.28792 2.00280 0.6 -0.3 0.2
C 1.75389 -2.29752 1.51780 2.0 -5.3 -0.6
C 1.70299 -2.81692 0.06580 0.2 -0.6 -0.4
C 0.91919 -3.22452 2.41470 -0.1 -0.7 0.3
O 1.29579 -1.10542 1.58210 -1.9 6.1 1.0
Si 0.32109 0.01778 0.98490 -0.1 0.1 -0.3
O 0.42319 -0.04412 -0.61920 -0.6 -0.2 -1.2
O -1.18211 -0.26012 1.51310 3.7 -0.4 -4.7
C -2.04831 -0.22482 2.46410 -3.6 0.2 4.2
C -3.32881 -0.96532 2.03130 -0.6 -0.2 0.1
C -1.49241 -0.90942 3.72550 -0.2 -0.1 0.7
C -2.40831 1.22948 2.79400 -0.4 0.5 0.5
O 0.77289 1.48218 1.45850 -1.2 -5.9 2.1
C 1.03999 2.70228 1.17660 1.1 5.3 -1.5
C 0.65169 3.02118 -0.28230 0.1 0.5 -0.6
C 0.24449 3.62928 2.11020 -0.2 0.7 0.2
C 2.54389 2.93618 1.37430 0.6 0.5 0.0
H 3.64269 -3.31212 1.96720 -0.2 0.6 0.0
H 3.26809 -1.91942 3.05020 -0.1 -0.2 -0.6
H 3.82849 -1.62152 1.36320 -0.4 -0.4 0.3
H 2.10689 -3.85112 0.00450 -0.2 0.6 0.0
H 0.65469 -2.83542 -0.30460 0.6 0.0 0.2
H 2.30129 -2.16482 -0.60560 -0.4 -0.3 0.4
H 0.93759 -2.86952 3.46780 0.0 -0.2 -0.6
H -0.13271 -3.25742 2.05910 0.6 0.1 0.2
H 1.31819 -4.26152 2.39090 -0.2 0.6 0.0
H -3.09801 -2.01652 1.75090 -0.1 0.6 0.1
H -4.07211 -0.98152 2.85800 0.5 0.0 -0.4
H -3.81561 -0.45952 1.17170 0.4 -0.3 0.4
H -0.55331 -0.41802 4.05920 -0.5 -0.3 -0.2
H -2.22981 -0.85412 4.55590 0.5 0.0 -0.4
H -1.29271 -1.97982 3.53560 0.0 0.5 0.0
H -1.51811 1.75888 3.18390 -0.4 -0.2 -0.3
H -2.78711 1.75428 1.89000 0.3 -0.3 0.5
H -3.19391 1.27178 3.58010 0.4 0.0 -0.5
H -0.43361 2.83548 -0.44440 0.6 0.1 0.1
H 0.86199 4.08548 -0.52100 -0.2 -0.6 0.1
H 1.22689 2.39018 -0.99200 -0.3 0.3 0.4
H 0.47409 3.40608 3.17470 -0.1 0.1 -0.6
H 0.49249 4.69328 1.91190 -0.1 -0.6 0.2
H -0.84671 3.50888 1.94430 0.6 0.0 0.1
H 2.83369 2.71908 2.42520 -0.2 0.1 -0.6
H 3.12979 2.27078 0.70430 -0.4 0.3 0.4
H 2.80769 3.99108 1.14560 -0.1 -0.6 0.1
```
Forces are in eV/Å.

The value obtained for the highest occupied orbital energy (spin up / spin down) is -6.676 / -9.522 eV. The calculation puts the electronic energy at -73950.88165 eV. The HOMO-LUMO gap (spin up / spin down) comes out at 6.37 / 7.92 eV. Its spin multiplicity is 7. As for the energy above the lowest of the compared OMol25 structures with the same formula, charge and spin: 1.7051 eV. Its expectation value of S² is 12.054. As for the largest force on an atom: 10.88 eV Å⁻¹.